{
  "formula": "C7H12O2",
  "method": "ωB97M-V/def2-TZVPD",
  "species": ["C", "C", "C", "O", "O", "H", "H", "H", "H", "H", "H", "C", "C", "H", "H", "C", "C", "H", "H", "H", "H"],
  "positions_angstrom": [[2.63403, -0.55467, -1.25590], [1.32482, 0.07064, -0.79529], [1.52602, 0.98196, 0.40102], [2.57929, 1.20327, 0.92079], [0.39646, 1.55614, 0.85622], [3.05829, -1.16078, -0.45938], [2.47107, -1.18060, -2.13115], [3.35211, 0.22311, -1.50511], [0.60584, -0.70211, -0.50780], [0.88245, 0.66162, -1.60235], [-0.39846, 1.26604, 0.37811], [-0.83004, -0.84660, 2.26339], [-0.65103, -1.89573, 1.72122], [-0.95395, 0.07734, 2.74699], [-0.50330, -2.82444, 1.25857], [-2.79201, -0.05514, -0.13783], [-2.35853, 1.09588, -0.61479], [-2.62802, -0.98633, -0.65605], [-3.33435, -0.12318, 0.78908], [-2.54384, 2.02999, -0.11065], [-1.83675, 1.16352, -1.55915]],
  "homo_lumo_gap_ev": 11.07,
  "relative_energy_kj_mol": 245.88,
  "smiles": "CCC(=O)O.C#C.C=C",
  "e_lumo_ev": 0.8,
  "molar_mass_g_mol": 128.17
}

{
  "formula": "C19H34N6O9S",
  "method": "ωB97M-V/def2-TZVPD",
  "species": ["C", "C", "O", "C", "C", "C", "O", "C", "C", "C", "C", "C", "C", "C", "C", "O", "C", "N", "C", "N", "S", "N", "C", "H", "H", "H", "H", "H", "H", "H", "H", "H", "H", "H", "H", "H", "H", "H", "H", "H", "H", "H", "H", "H", "H", "H", "H", "H", "C", "N", "O", "O", "H", "H", "H", "C", "N", "O", "O", "H", "H", "H", "C", "N", "O", "O", "H", "H", "H"],
  "positions_angstrom": [[3.24001, 3.34199, 2.36562], [2.57492, 2.00482, 2.08340], [1.25808, 2.03826, 2.59122], [0.67240, 0.76134, 2.82059], [0.92172, -0.25606, 1.73885], [0.47434, -0.10868, 0.47285], [-0.22632, 1.02361, 0.15984], [-1.55018, 1.14789, 0.70725], [-2.20778, -0.15627, 1.11171], [0.75775, -1.03163, -0.60007], [0.32066, -0.69849, -2.01133], [-1.12497, -0.27131, -2.28086], [1.48376, -2.17083, -0.35353], [1.76561, -3.14725, -1.48562], [2.20345, -4.57868, -1.17241], [2.48071, -5.23953, -2.41569], [1.13279, -5.38547, -0.46011], [-0.05572, -5.58187, -1.29903], [1.96500, -2.35230, 0.97950], [2.72992, -3.36134, 1.42037], [3.01732, -3.11454, 2.96304], [2.22624, -1.73510, 3.20113], [1.69109, -1.41023, 2.02213], [2.77334, 4.13329, 1.77975], [3.17709, 3.58449, 3.42369], [4.28568, 3.27883, 2.06348], [3.16125, 1.21266, 2.56164], [2.57329, 1.83540, 1.00019], [-0.39484, 0.94400, 2.93656], [1.05156, 0.36843, 3.76566], [-1.55264, 1.85662, 1.54047], [-2.14442, 1.61403, -0.08113], [-1.79766, -0.51784, 2.05516], [-2.10859, -0.92687, 0.35716], [-3.26245, 0.04526, 1.29922], [0.53549, -1.52328, -2.68004], [0.96430, 0.12524, -2.34009], [-1.26638, -0.25848, -3.36343], [-1.33791, 0.73498, -1.94103], [-1.85545, -0.97864, -1.89003], [2.46612, -2.68375, -2.18490], [0.83454, -3.25735, -2.04464], [3.12471, -4.57211, -0.59592], [3.29595, -4.85775, -2.75350], [0.90016, -4.95120, 0.51415], [1.56274, -6.37083, -0.27290], [-0.62844, -4.74733, -1.28428], [-0.61042, -6.33838, -0.92487], [0.36636, 4.07080, -0.04086], [0.49125, 5.42913, -0.63616], [-0.01944, 5.62199, -1.72370], [1.09632, 6.26019, 0.00199], [-0.19103, 3.44424, -0.72475], [1.36893, 3.68609, 0.11299], [-0.14435, 4.17630, 0.91131], [-1.98165, 6.68319, -3.91899], [-3.14377, 6.30412, -4.76969], [-3.70215, 5.25345, -4.53131], [-3.45700, 7.07675, -5.65051], [-1.82268, 5.90551, -3.18617], [-1.12209, 6.79112, -4.57274], [-2.22185, 7.63082, -3.44723], [-3.69165, -3.54553, 3.29835], [-3.42510, -3.85364, 1.86604], [-3.27306, -2.91957, 1.10538], [-3.37293, -5.02339, 1.55868], [-3.70650, -2.46897, 3.41805], [-4.64964, -3.98901, 3.55094], [-2.89581, -4.00135, 3.87918]],
  "homo_lumo_gap_ev": 8.27,
  "e_lumo_ev": -0.7,
  "molar_mass_g_mol": 522.58
}

no.,F_max (hartree/bohr)
1,0.013
2,0.015